(1)
Here is a 7-piece molecular cluster, C28H52O16S5 overall in a non-equilibrium geometry from the Open Molecules 2025 dataset. Energies are from ωB97M-V/def2-TZVPD.

Cartesian coordinates (Å):
C 5.5965 -6.3368 4.5308
C 5.6165 -5.8358 3.1318
C 5.1485 -6.7528 2.0498
O 3.8175 -6.4048 1.8868
C 3.5685 -5.2308 2.3748
O 2.5395 -4.6358 2.1448
O 4.6495 -4.7358 3.0708
H 4.5965 -6.7308 4.7118
H 5.8445 -5.6788 5.3318
H 6.3055 -7.0218 4.6238
H 6.6845 -5.2858 2.9208
H 5.4525 -7.7668 2.3478
H 5.6075 -6.8088 0.9108
C 2.5125 -1.3518 -3.4882
C 2.5155 -2.8828 -3.8922
C 1.8145 -3.1498 -5.2472
O 2.8505 -3.5908 -6.0742
C 3.9525 -3.5518 -5.5412
O 5.0885 -3.7168 -6.0742
O 3.9505 -3.2198 -4.3202
H 1.6415 -0.8568 -3.2262
H 3.0405 -0.6458 -4.0602
H 2.9095 -1.2068 -2.5652
H 2.0745 -3.4508 -3.1862
H 1.3345 -2.3178 -5.7552
H 1.0285 -3.9118 -4.9812
O -0.4615 -0.5048 -0.8282
S -0.1755 -1.7338 -0.1682
O 0.4895 -2.7118 -0.8682
C 0.6975 -1.4328 1.3418
C -0.4485 -0.9018 2.2578
C -1.4295 -2.0908 2.0678
C -1.6655 -2.3498 0.5948
H 1.2225 -0.5398 1.1608
H 1.3725 -2.0908 1.8598
H -0.0975 -0.7878 3.2778
H -0.9955 -0.0228 1.7998
H -2.3155 -1.9808 2.4938
H -0.9935 -3.0468 2.4798
H -2.2375 -1.7188 0.2108
H -1.9005 -3.2628 0.4238
O -3.4345 -1.0748 -1.8372
S -3.7045 -1.0248 -3.2372
O -5.0615 -1.3848 -3.7292
C -3.2835 0.6512 -3.5932
C -1.8745 0.5692 -4.1182
C -1.5655 -0.7608 -4.8142
C -2.3215 -1.8118 -4.0642
H -3.3295 1.2992 -2.6542
H -3.9615 0.8922 -4.3182
H -1.5515 1.3502 -4.7542
H -1.3225 0.6332 -3.1922
H -0.3335 -0.6948 -5.0192
H -1.8715 -0.6628 -5.8022
H -1.6425 -2.1558 -3.3502
H -2.6625 -2.7858 -4.5682
O -4.3875 3.7392 3.9098
S -4.3025 3.3592 2.5468
O -3.3395 3.7742 1.5628
C -4.2915 1.6062 2.4178
C -5.0955 1.2152 1.1478
C -6.3185 2.1922 1.2178
C -5.8055 3.5622 1.6488
H -4.8325 1.0482 3.2518
H -3.2475 1.4372 2.4188
H -4.3225 1.2822 0.2718
H -5.3085 0.1312 1.1468
H -6.7945 2.0792 2.0488
H -6.8345 2.2232 0.3038
H -6.3825 4.1122 2.3268
H -5.8115 3.9772 0.6688
O 1.2105 6.1272 -1.2782
S 0.3145 5.2842 -1.9262
O -0.5145 5.8912 -2.9462
C 1.2015 3.7692 -2.5332
C 0.9995 2.7212 -1.4212
C -0.3595 2.9592 -0.8952
C -0.5755 4.4442 -0.7262
H 2.2755 4.1202 -3.0542
H 0.4955 3.5982 -3.4732
H 1.0195 1.5982 -1.6952
H 1.7945 2.9412 -0.6222
H -0.8235 2.5762 -0.0382
H -1.2385 2.6932 -1.8132
H -0.2435 4.9472 0.1708
H -1.5905 4.9282 -0.7412
O 1.2115 4.9982 1.8048
S 1.6635 3.7232 2.3358
O 2.4025 2.7362 1.6628
C 2.4555 4.0532 3.8948
C 1.3925 3.7732 4.9848
C 0.8245 2.5012 4.3598
C 0.1745 2.8282 2.9568
H 2.8725 5.1412 4.0238
H 3.3785 3.3442 3.9118
H 1.9715 3.8082 5.7818
H 0.7555 4.7512 4.7918
H -0.0465 2.2212 4.8828
H 1.5505 1.6782 4.3948
H -0.7955 3.3652 3.2238
H 0.0185 1.9552 2.4218

Results
SMILES string = C[C@H]1COC(=O)O1.C[C@H]1COC(=O)O1.O=S1(=O)CCCC1.O=S1(=O)CCCC1.O=S1(=O)CCCC1.O=S1(=O)CCCC1.O=S1(=O)CCCC1
E_LUMO = 0.22 eV
Orbital gap = 9.92 eV
Molecular weight = 805.0 g/mol
Multiplicity = 1
Relative energy (zero: lowest compared OMol25 entry of this formula, charge and spin) = 0.0 kcal per mole
Charge = 0

=====

(2)
Here is one molecule with the formula C3H2ClIO in a non-equilibrium geometry from the Open Molecules 2025 dataset. Energies are from ωB97M-V/def2-TZVPD.

Cartesian coordinates (Å):
O -2.0791 1.0042 0.6329
C -0.9537 1.2223 0.3625
Cl -0.2576 2.7934 0.5615
C -0.0828 -0.1665 -0.0886
C 1.1092 -0.8647 -0.0996
I 1.0795 -2.7435 -1.0894
H -0.7632 -0.7911 -0.6748
H 1.9477 -0.4542 0.3955

Results
SMILES string = O=C(Cl)/C=C/I
E_LUMO = -0.21 eV
Orbital gap = 9.37 eV
Molecular weight = 216.4 g/mol
Multiplicity = 1
Relative energy (zero: lowest compared OMol25 entry of this formula, charge and spin) = 28.7 kcal per mole
Charge = 0

=====

(3)
Here is AgH11O6 as an isolated structure in a non-equilibrium geometry from the Open Molecules 2025 dataset. Energies are from ωB97M-V/def2-TZVPD.

Cartesian coordinates (Å):
Ag 0.2535 0.1281 0.0454
O 1.7783 1.1025 1.1439
H 1.3759 1.7620 1.7419
O 1.2552 -1.8888 0.7305
H 1.4973 -2.5486 0.0807
H 1.6748 -2.1829 1.5390
O -1.1098 1.9402 -0.3304
H -1.4298 2.5466 0.3375
H -1.1929 2.4232 -1.1526
O -1.1254 -0.3150 1.7393
H -0.5911 -0.8434 2.3322
H -2.0243 -0.5944 1.9127
O -1.1591 -1.3129 -0.9642
H -2.0522 -1.6300 -0.8297
H -0.7627 -1.9547 -1.5535
O 1.0580 0.8984 -1.9732
H 0.6823 1.6992 -2.3390
H 1.8719 0.7707 -2.4604

Results
<S²> = 2.0071
E_LUMO (spin up / spin down) = 0.35 / -1.41 eV
Orbital gap (spin up / spin down) = 3.26 / 8.28 eV
Molecular weight = 215.0 g/mol
Multiplicity = 3
Charge = 0

=====

(4)
Here is one molecule with the formula CH3BrClN in a non-equilibrium geometry from the Open Molecules 2025 dataset. Energies are from ωB97M-V/def2-TZVPD.

Cartesian coordinates (Å):
N -0.9706 -0.3830 0.0080
C 0.1349 0.3785 -0.2617
Cl 2.0405 -0.7292 0.0408
Br 0.2237 1.7706 1.0753
H -0.8164 -0.5454 1.0577
H -0.9230 -1.2042 -0.6158
H 0.3110 0.7128 -1.3042

Results
SMILES string = N[C@H](Cl)Br
E_LUMO = -0.18 eV
Orbital gap = 9.99 eV
Molecular weight = 144.4 g/mol
Multiplicity = 1
Relative energy (zero: lowest compared OMol25 entry of this formula, charge and spin) = 20.3 kcal per mole
Charge = 0

=====

(5)
Here is a 2-piece molecular cluster, C21H21N2O7 overall in a non-equilibrium geometry from the Open Molecules 2025 dataset. Energies are from ωB97M-V/def2-TZVPD.

Cartesian coordinates (Å):
O -0.9869 1.7357 1.5285
C -2.0764 1.6594 2.1337
C -3.3525 2.0902 1.5366
C -4.5433 1.9733 2.1955
C -4.5864 1.4375 3.5059
N -5.8290 1.3304 4.1867
O -5.8429 0.8872 5.3595
O -6.8772 1.6828 3.5957
C -3.3943 1.0118 4.1414
C -2.1937 1.1172 3.4977
H -3.3218 2.4994 0.5302
H -5.4790 2.2874 1.7386
H -3.4659 0.6028 5.1466
H -1.2808 0.7818 3.9834
C 5.9486 2.4434 -0.3115
N 5.5694 1.0721 -0.6057
C 6.3959 0.4273 -1.6120
C 4.2677 0.6112 -0.3488
C 3.1970 0.9845 -1.1940
C 1.9295 0.4747 -0.9841
C 1.6688 -0.3782 0.1127
C 0.3406 -0.8954 0.3735
C -0.4440 -1.5147 -0.5472
C -1.7597 -2.0526 -0.1001
O -2.1438 -2.0270 1.0490
O -2.5241 -2.6672 -1.0568
C -2.2752 -2.3025 -2.4348
C -3.0126 -3.3311 -3.2930
C -2.7349 -0.8829 -2.7184
O -0.8729 -2.4775 -2.7414
C 0.0657 -1.9992 -1.8691
O 1.2313 -2.0538 -2.1893
C 2.7336 -0.7179 0.9776
C 4.0131 -0.2545 0.7447
H 5.1991 2.9022 0.3446
H 6.9235 2.4571 0.1978
H 6.0412 3.0437 -1.2321
H 5.9538 -0.5377 -1.8884
H 6.4914 1.0536 -2.5154
H 7.4062 0.2566 -1.2123
H 3.3907 1.6522 -2.0365
H 1.1099 0.7417 -1.6535
H -0.0840 -0.8082 1.3696
H -2.6339 -4.3319 -3.0703
H -4.0831 -3.3023 -3.0806
H -2.8520 -3.1231 -4.3531
H -2.2074 -0.1541 -2.0916
H -2.5642 -0.6481 -3.7763
H -3.8131 -0.8149 -2.5262
H 2.5135 -1.3989 1.8030
H 4.8447 -0.5436 1.3900

Results
E_LUMO = 1.77 eV
Orbital gap = 5.70 eV
Molecular weight = 413.4 g/mol
Multiplicity = 1
Relative energy (zero: lowest compared OMol25 entry of this formula, charge and spin) = 0.0 kcal per mole
Charge = -1

=====

(6)
Here is a 2-piece molecular cluster, C2H2O3S overall in a non-equilibrium geometry from the Open Molecules 2025 dataset. Energies are from ωB97M-V/def2-TZVPD.

Cartesian coordinates (Å):
C -0.7074 0.5375 0.4846
C -2.0104 0.0660 -0.0826
O 0.3814 0.9061 0.8252
O 2.4937 0.0919 -1.2339
O 2.1973 -1.4468 0.6532
S 2.6096 -0.1504 0.1814
H -2.2074 0.7699 -0.9327
H -2.7569 -0.7743 0.1048

Results
E_LUMO = -0.67 eV
Orbital gap = 8.75 eV
Molecular weight = 106.1 g/mol
Multiplicity = 1
Relative energy (zero: lowest compared OMol25 entry of this formula, charge and spin) = 72.2 kcal per mole
Charge = 0

=====

Copy entry 2 word for word.
Here is one molecule with the formula C3H2ClIO in a non-equilibrium geometry from the Open Molecules 2025 dataset. Energies are from ωB97M-V/def2-TZVPD.

Cartesian coordinates (Å):
O -2.0791 1.0042 0.6329
C -0.9537 1.2223 0.3625
Cl -0.2576 2.7934 0.5615
C -0.0828 -0.1665 -0.0886
C 1.1092 -0.8647 -0.0996
I 1.0795 -2.7435 -1.0894
H -0.7632 -0.7911 -0.6748
H 1.9477 -0.4542 0.3955

Results
SMILES string = O=C(Cl)/C=C/I
E_LUMO = -0.21 eV
Orbital gap = 9.37 eV
Molecular weight = 216.4 g/mol
Multiplicity = 1
Relative energy (zero: lowest compared OMol25 entry of this formula, charge and spin) = 28.7 kcal per mole
Charge = 0